[1]
Molecular formula: C20H29AlBeBr3ClF3N3O10S
Method: DFT, ωB97M-V with the def2-TZVPD basis set

Values from the calculation:
ΔE to the lowest compared entry with this formula, charge and spin: 0.00 kcal/mol
Highest occupied orbital energy: -7.7 eV
Kohn-Sham gap: 1.66 eV

Geometry as XYZ:
```
72
Properties=species:S:1:pos:R:3:forces:R:3
C 0.6056 3.1789 3.5341 0.32 0.60 -1.82
C -0.1587 2.4512 2.2612 1.13 -0.11 -0.20
C -0.4720 0.9389 2.6857 -0.16 -0.93 4.22
O -0.4417 0.6653 3.9221 0.02 0.57 -5.22
O -0.8312 -0.1193 1.7899 1.92 2.74 0.26
C -0.0725 -0.0415 0.5834 -0.30 -0.26 -1.85
C 1.5277 -0.2275 0.7343 -1.48 -1.37 0.30
N 1.9983 -1.6931 0.6611 -2.03 -0.77 4.04
C 1.5455 -2.5847 1.7541 5.08 -1.58 -3.74
C 2.1215 -4.0880 1.6466 1.97 2.75 -4.56
C 3.0372 -4.3104 0.4249 -2.06 1.32 2.76
C 3.3259 -3.1891 -0.6208 -1.96 -0.91 0.52
N 2.7658 -1.8976 -0.4224 1.85 -0.65 -0.97
H 0.7613 4.2953 3.2860 -0.62 -1.73 0.28
H -0.0180 3.1585 4.5239 1.15 -0.06 -0.59
H 1.6381 2.7076 3.6731 -1.64 0.23 0.38
H -1.1137 3.0894 2.0933 2.17 -1.60 -1.05
H 0.5804 2.5142 1.3904 -1.28 0.15 0.83
H -0.2767 0.9296 -0.0108 0.48 -1.23 1.10
H -0.4433 -0.8975 -0.1045 0.64 1.24 1.28
H 1.9787 0.2043 1.7156 -1.33 0.15 -1.63
H 2.0010 0.3604 -0.1320 -0.37 0.28 2.09
H 0.8394 -2.3239 2.7152 0.38 0.56 -0.68
H 1.8669 -4.8929 2.4123 0.33 1.43 -1.24
H 3.5314 -5.3314 0.2496 -0.80 1.81 0.18
H 4.0087 -3.4447 -1.5076 -0.35 1.02 2.09
C -3.0890 -3.6374 6.9215 -0.06 0.00 0.05
C -2.3466 -3.2873 5.6344 -0.27 -0.09 0.57
C -3.0379 -3.8375 4.3825 -0.15 -0.99 -0.17
C -3.1080 -5.3358 4.4651 -0.35 -2.83 -0.08
N -3.1626 -6.5167 4.5298 0.25 3.95 -0.18
H -3.1318 -4.7180 7.0812 -0.05 0.07 -0.06
H -2.5785 -3.2019 7.7844 -0.07 0.00 -0.06
H -4.1131 -3.2514 6.9015 0.06 -0.06 0.05
H -1.3279 -3.6761 5.6970 -0.15 0.05 -0.07
H -2.2710 -2.2001 5.5525 0.01 -0.12 -0.10
H -2.4817 -3.5560 3.4541 -1.06 -0.66 0.97
H -4.0510 -3.4321 4.2999 -0.02 -0.21 0.06
C 3.7452 -7.1826 -4.7514 0.33 -1.33 -1.18
F 4.7872 -6.9231 -5.5764 -0.52 0.33 0.69
F 2.7030 -7.5025 -5.5533 0.29 0.56 0.67
F 4.0676 -8.3152 -4.0854 -0.22 0.84 0.12
S 3.3637 -5.7646 -3.6101 0.96 0.29 -0.27
O 3.0380 -4.6264 -4.4869 1.15 -2.39 -1.25
O 4.5802 -5.5576 -2.8287 -0.44 -0.26 -0.42
O 2.2348 -6.2304 -2.8116 0.41 -0.93 -0.56
Be 2.3641 -0.1825 -1.4693 2.40 -2.03 -0.17
Br -0.6100 -2.5975 3.3810 -0.24 -0.07 0.65
C -2.3450 4.4118 -1.1101 -0.91 -0.03 -0.70
C -1.2093 4.4083 -0.0895 1.23 -0.14 0.44
O -0.1832 3.7732 -0.4254 -0.43 0.09 0.27
O -1.4503 5.0480 0.9681 -0.03 -0.48 -0.16
H -2.0773 3.8426 -2.0019 0.19 0.05 0.23
H -3.2399 3.9654 -0.6699 0.09 0.15 0.11
H -2.5716 5.4374 -1.4094 0.03 -0.19 0.25
Al 3.7898 -0.5806 2.1709 0.93 -0.39 -0.05
C -0.9342 4.9382 -6.4591 0.06 -0.32 0.25
C -1.9169 5.9334 -5.8820 0.59 -0.69 -0.82
C -1.3812 7.3309 -5.7809 0.13 0.49 -0.49
O -2.1533 7.8719 -4.7147 -0.25 -0.46 0.52
C -2.5065 6.8215 -3.9195 -0.33 0.14 0.76
O -3.0059 6.9281 -2.8362 0.34 0.09 -0.94
O -2.2133 5.6330 -4.5210 -0.26 0.66 0.47
H -1.3134 3.9192 -6.3469 -0.05 0.12 -0.13
H -0.7560 5.1329 -7.5191 -0.08 0.02 0.09
H 0.0229 4.9757 -5.9313 -0.10 0.12 -0.03
H -2.8569 5.9017 -6.4443 0.04 0.11 0.05
H -1.5293 7.9054 -6.6966 -0.09 0.07 0.20
H -0.3245 7.3751 -5.4977 -0.05 -0.19 -0.06
Br 2.0095 -3.7485 -2.5668 -2.81 3.78 2.00
Br -1.8725 3.0723 4.0549 -2.07 1.12 1.99
Cl 4.1379 1.7839 -0.5427 -1.51 -1.91 -0.27
```
Forces are in eV/Å.

=====

[2]
Molecular formula: C3H8N2O2
Method: DFT, ωB97M-V with the def2-TZVPD basis set

Values from the calculation:
SMILES: c1c[nH]cn1.O.O
ΔE to the lowest compared entry with this formula, charge and spin: 52.43 kcal/mol
Highest occupied orbital energy: -8.5 eV
Kohn-Sham gap: 8.80 eV

Geometry as XYZ:
```
15
Properties=species:S:1:pos:R:3:forces:R:3
C 0.9642 0.1259 -2.5703 3.12 -0.23 1.48
C 0.4801 -0.5182 -1.4580 0.26 1.24 -1.65
N 1.2398 -0.1442 -0.4332 1.24 -0.13 1.14
C 2.3055 0.6308 -0.7960 -3.62 -1.49 -4.55
N 2.1601 0.7609 -2.1701 0.40 0.82 1.67
H 0.8334 -0.0587 -3.6260 -0.45 0.26 0.16
H -0.3137 -1.1780 -1.3657 -1.34 -0.94 0.37
H 0.9986 -0.3777 0.4921 -0.19 -0.13 1.07
H 2.9651 0.9857 -0.0501 0.83 0.52 -0.04
O -0.3314 0.7170 1.5784 -0.05 5.14 0.06
H -1.2666 0.7332 1.7322 -1.35 -1.32 0.39
H -0.3421 1.8008 1.5263 1.08 -3.84 -0.04
O -3.2059 -0.7215 2.3784 -0.23 -2.26 -1.49
H -3.1643 -1.3443 3.1200 0.08 0.53 0.24
H -3.3227 -1.4115 1.6420 0.22 1.82 1.19
```
Forces are in eV/Å.

=====

[3]
Molecular formula: C26H42ClN4O4Ru
Method: DFT, ωB97M-V with the def2-TZVPD basis set

Values from the calculation:
Expectation value of S²: 8.76
Spin multiplicity: 6
Highest occupied orbital energy (spin up / spin down): -5.9 / -5.9 eV
Kohn-Sham gap (spin up / spin down): 6.20 / 5.56 eV

Geometry as XYZ:
```
78
Properties=species:S:1:pos:R:3:forces:R:3
O 0.5314 -0.0812 -1.3964 -0.36 -1.24 2.31
C -0.2620 -0.1786 -2.4799 -1.88 0.29 0.02
C -0.0394 1.1090 -3.2820 -0.29 -0.06 -0.23
C 0.7162 2.1442 -2.7152 -0.03 0.01 -0.23
H 1.1700 1.9850 -1.7332 -0.35 0.11 -0.32
C 0.8836 3.3538 -3.3939 -0.17 -0.39 -0.18
H 1.4583 4.1509 -2.9119 -0.24 -0.18 -0.31
C 0.3109 3.5123 -4.6614 0.02 -0.03 0.06
H 0.4267 4.4588 -5.1900 -0.04 -0.24 0.07
C -0.4049 2.4615 -5.2531 0.03 -0.15 0.12
H -0.8363 2.5720 -6.2531 0.19 0.06 0.37
C -0.5758 1.2575 -4.5614 0.20 0.39 0.04
H -1.1365 0.4182 -4.9851 0.11 0.38 0.01
H 0.0121 -1.0457 -3.1169 -0.08 0.08 -0.10
C -2.2556 -1.9212 -2.1065 -0.27 -0.46 0.51
C -1.8447 -0.4807 -2.0607 0.92 1.65 -3.45
H -3.2960 -2.0501 -2.4491 0.40 0.11 0.19
H -2.1710 -2.3911 -1.1245 -0.11 -0.19 -0.12
H -1.6237 -2.4843 -2.8077 0.01 0.17 0.14
C -2.7333 0.5181 -2.2695 0.44 -0.72 -0.36
C -4.2197 0.4418 -2.1415 -0.30 -0.12 0.09
H -2.3818 1.4889 -2.6215 0.11 -0.17 0.36
H -4.7279 0.7888 -3.0583 0.27 -0.07 0.23
H -4.5508 1.1080 -1.3312 0.03 -0.18 -0.11
H -4.5761 -0.5713 -1.9176 0.05 0.31 0.04
Ru -0.4636 -0.5139 0.6330 1.55 2.16 -1.59
Cl -2.7100 -0.2929 0.7727 -1.86 -0.03 0.50
C -1.3110 -0.3931 3.5416 1.45 -0.98 -0.73
O -0.5821 -1.0659 2.7453 -1.21 0.50 2.31
N -1.2948 -0.5871 4.8624 -0.42 0.02 -0.29
C -0.6997 -1.7653 5.4766 0.13 0.20 0.12
C -2.0833 0.2791 5.7323 -0.24 -0.02 -0.09
H -1.9906 0.3927 3.1794 0.40 -0.09 0.05
H -0.0883 -2.2991 4.7495 -0.10 0.14 0.08
H -1.4882 -2.4222 5.8645 0.08 0.07 -0.14
H -0.0896 -1.4423 6.3258 0.05 -0.12 -0.15
H -2.3121 1.2100 5.1997 0.08 -0.23 0.21
H -1.5105 0.5073 6.6399 -0.09 0.01 -0.27
H -3.0276 -0.2054 6.0265 0.26 0.09 -0.04
H 4.9474 1.0610 -1.7180 -0.20 -0.03 -0.02
H 4.9299 1.7229 0.4954 -0.17 -0.18 0.03
C 3.8515 1.1507 -1.7112 0.10 -0.18 0.15
C 3.8943 1.4544 0.7404 -0.41 0.54 0.04
N 3.3206 0.7589 -0.4071 0.47 -0.36 -0.02
H 3.4232 0.5094 -2.4865 0.02 0.20 0.10
C 2.5401 -0.3247 -0.2914 -0.48 -0.21 1.05
O 1.8838 -0.6432 0.7413 1.91 -0.09 -1.35
H 3.8816 0.8192 1.6303 -0.14 0.11 -0.26
H 2.5644 -0.9635 -1.1854 -0.12 0.20 0.20
H 3.5971 2.1974 -1.9299 -0.05 -0.32 0.06
H 3.3466 2.3870 0.9397 0.06 -0.27 0.13
H -0.1151 -5.8925 0.9871 -0.05 0.15 -0.10
H 2.0316 -5.9362 -0.6573 -0.12 0.19 -0.11
C -0.5625 -5.3554 0.1416 -0.05 -0.10 -0.07
C 1.4553 -5.2579 -1.3019 0.03 -0.02 0.03
N 0.4457 -4.5442 -0.5292 0.38 0.20 -0.02
H -1.3794 -4.7262 0.4956 0.18 -0.06 -0.09
C 0.5217 -3.2283 -0.3449 -1.63 0.47 1.02
O -0.3669 -2.6104 0.3255 1.93 -2.12 -1.11
H 2.1338 -4.5356 -1.7661 -0.12 -0.19 0.07
H 1.3752 -2.7104 -0.8096 -0.38 -0.08 0.13
H -0.9356 -6.0988 -0.5685 -0.05 0.13 0.08
H 0.9727 -5.8594 -2.0832 0.10 0.21 0.14
C 1.7074 0.9253 3.2990 0.47 -0.56 0.55
C 0.9047 1.8094 2.4455 -0.67 2.06 -0.37
C 0.8741 3.2166 2.5697 0.62 -1.48 0.59
C 0.0366 3.7006 1.5745 -1.02 -0.45 -1.37
C -0.4381 2.5825 0.8576 0.77 1.37 1.30
C -1.3529 2.5850 -0.2893 -0.40 0.09 -0.41
N 0.0713 1.4446 1.4083 0.53 -0.05 0.32
H 2.6545 1.4329 3.5343 -0.17 -0.18 0.03
H 1.9366 -0.0204 2.8036 -0.06 0.13 0.30
H 1.2103 0.7379 4.2606 0.11 -0.21 -0.03
H 1.4245 3.7650 3.3293 -0.08 0.00 -0.20
H -0.2438 4.7220 1.3407 0.15 -0.09 0.11
H -2.3924 2.7409 0.0326 0.07 -0.10 -0.19
H -1.0761 3.3880 -0.9863 -0.19 -0.23 0.07
H -1.2960 1.6293 -0.8140 -0.05 0.48 0.07
```
Forces are in eV/Å.

=====

[4]
Molecular formula: C4H8O2
Method: DFT, ωB97M-V with the def2-TZVPD basis set

Values from the calculation:
ΔE to the lowest compared entry with this formula, charge and spin: 138.59 kcal/mol
Highest occupied orbital energy: -8.2 eV
Kohn-Sham gap: 8.71 eV

Geometry as XYZ:
```
14
Properties=species:S:1:pos:R:3:forces:R:3
C 1.6896 0.2080 0.7348 0.15 -0.13 0.15
O 0.8034 1.0379 -0.0078 -0.09 0.02 -0.01
C -0.4062 0.2942 -0.7723 -0.07 0.17 -0.03
C -0.8791 -1.1462 -0.7772 0.51 -0.08 -0.04
O -2.1636 -0.7384 -0.6136 -0.32 -0.17 0.00
C -0.9303 0.8765 0.4116 0.01 0.14 0.07
H 1.1722 -0.6589 1.1602 0.09 0.14 -0.06
H 2.4844 -0.1397 0.0681 -0.11 0.03 0.09
H 2.1206 0.8105 1.5382 -0.05 -0.09 -0.09
H -0.4957 0.8350 -1.7084 -0.01 -0.10 0.14
H -0.4238 -1.7468 0.0449 -0.18 0.11 -0.12
H -0.6490 -1.6583 -1.7275 -0.10 0.06 0.12
H -0.9891 0.2685 1.3074 0.06 0.02 -0.17
H -1.3239 1.8864 0.4576 0.10 -0.11 -0.05
```
Forces are in eV/Å.

=====

[5]
Molecular formula: C23H68N4O11
Method: DFT, ωB97M-V with the def2-TZVPD basis set

Values from the calculation:
Expectation value of S²: 0.75
Spin multiplicity: 2
Net charge: -1
Highest occupied orbital energy (spin up / spin down): 0.4 / -7.0 eV
Kohn-Sham gap (spin up / spin down): 1.42 / 8.79 eV

Geometry as XYZ:
```
106
Properties=species:S:1:pos:R:3:forces:R:3
C -4.3741 1.6001 0.2567 1.10 0.39 -0.48
O -3.2342 1.7143 -0.1903 -0.10 -0.35 -0.01
N -4.9034 2.4143 1.1372 -0.73 2.37 2.31
N -5.2533 0.6847 -0.0962 -0.56 -2.46 -1.76
H -4.3619 3.1813 1.5094 -0.28 -0.18 -0.06
H -5.8700 2.2628 1.3879 0.44 0.54 0.27
H -4.8806 -0.0206 -0.7157 -0.47 -0.45 -0.08
H -6.1617 0.5545 0.3256 0.46 0.02 -0.15
C 1.1331 -3.5215 1.9424 -4.35 -1.43 1.67
O 0.1820 -3.5818 2.7558 0.67 0.17 -0.15
N 1.1531 -4.3102 0.8812 0.10 -1.37 -1.93
N 2.0967 -2.6655 2.0369 2.82 2.15 0.18
H 0.3820 -4.9337 0.6892 0.15 0.33 0.38
H 1.8493 -4.2177 0.1554 0.14 -0.19 -0.10
H 2.2093 -2.1304 2.8861 0.03 -0.18 -0.29
H 2.8423 -2.7505 1.3608 0.34 0.39 0.29
C 4.1669 1.4974 -4.0496 0.67 0.01 0.02
C 3.8240 0.3254 -3.1094 0.43 0.35 -0.54
O 4.4687 -0.8350 -3.5999 -0.15 -0.24 -0.51
H 3.7301 1.3949 -5.0430 -0.40 -0.03 0.16
H 5.2373 1.5058 -4.2550 0.22 -0.37 0.19
H 4.0184 2.5058 -3.6633 -0.68 -0.07 0.21
H 2.7534 0.1212 -3.0986 -0.17 0.18 0.08
H 4.1573 0.5038 -2.0871 -0.12 0.27 0.08
H 5.0970 -1.1665 -2.9541 0.14 -0.15 0.29
C 1.1936 -4.0666 -2.9914 -0.45 -1.06 -0.05
C 2.3116 -3.3098 -2.3333 -0.45 -0.09 -0.23
O 2.9784 -4.1426 -1.3573 -0.57 1.04 -0.54
H 0.4046 -4.4055 -2.3200 -0.02 0.21 0.26
H 1.6374 -4.9811 -3.3849 -0.10 -0.13 -0.28
H 0.7166 -3.5521 -3.8255 0.13 0.28 -0.05
H 1.9154 -2.4074 -1.8676 0.41 0.01 0.29
H 2.9683 -3.0448 -3.1619 0.48 0.38 0.43
H 3.5112 -4.7235 -1.9052 0.58 -0.46 0.17
C -0.6613 4.8470 -1.7500 0.27 0.30 0.01
C 0.4437 4.4722 -0.7806 -0.61 -0.39 0.34
O -0.1369 4.0924 0.4418 0.04 0.26 0.67
H -1.3862 5.4909 -1.2520 0.20 0.34 -0.05
H -1.2384 3.9715 -2.0474 0.25 -0.13 -0.15
H -0.2016 5.3380 -2.6077 -0.37 0.05 -0.29
H 1.1329 5.2761 -0.5219 -0.02 0.20 -0.43
H 1.0045 3.6311 -1.1880 0.37 -0.02 -0.14
H -0.4274 3.1820 0.3498 -0.04 -0.61 0.12
C 5.1054 2.8120 -0.4071 -0.62 0.32 -0.27
C 6.3048 2.0074 -0.0126 0.56 -0.33 0.10
O 7.4937 2.8124 -0.0597 -0.05 -0.16 -0.05
H 4.1644 2.2633 -0.4459 0.11 -0.43 0.09
H 5.2859 3.1644 -1.4226 -0.06 0.29 0.02
H 4.8989 3.6563 0.2508 0.31 0.13 0.03
H 6.4503 1.1973 -0.7272 0.08 0.02 -0.11
H 6.2446 1.5141 0.9575 -0.28 0.12 0.18
H 7.5970 3.2389 0.7941 -0.05 0.05 0.01
C -0.9169 1.2831 -3.2204 -1.06 -0.29 0.10
C -2.1931 0.3573 -3.2618 1.26 1.11 0.57
O -1.8376 -0.9384 -2.8416 0.14 -0.44 -0.13
H -0.4689 1.4920 -2.2489 -0.80 -0.05 0.40
H -1.2199 2.2174 -3.6930 0.47 0.11 -0.15
H -0.0708 0.8154 -3.7237 -0.18 -0.06 -0.76
H -2.5453 0.3188 -4.2926 -0.26 0.15 -0.10
H -2.9787 0.6909 -2.5837 0.07 0.30 -0.15
H -1.0169 -1.0420 -3.3287 0.28 -0.92 0.24
C 2.4044 3.0218 2.7041 -0.78 0.86 -0.26
C 2.9777 1.9745 3.5498 -0.05 -1.36 -0.61
O 4.3159 2.2358 3.8295 1.02 -0.05 0.76
H 2.9790 3.3297 1.8305 0.16 -0.52 -0.06
H 2.3068 3.9252 3.3061 -0.61 0.13 -0.14
H 1.4717 2.5505 2.3944 -0.52 0.97 -0.27
H 2.8632 1.0306 3.0170 0.31 -0.35 -0.17
H 2.3315 1.8203 4.4140 0.33 0.29 0.60
H 4.8378 1.5081 3.4836 0.13 -0.01 0.09
C -3.1583 -3.7829 -0.8131 -0.18 -0.17 1.15
C -4.5208 -3.1001 -0.8166 1.15 -1.23 -0.16
C -4.9018 -2.6876 0.5964 -0.77 0.32 0.16
O -4.4291 -2.0004 -1.6725 -0.48 1.61 -0.30
H -3.1880 -4.5419 -0.0312 -0.05 -0.85 -0.55
H -2.3878 -3.1591 -0.3599 0.06 0.62 -0.49
H -2.8719 -4.1086 -1.8131 0.09 -0.26 0.26
H -5.1870 -3.7666 -1.3643 -0.60 -0.23 0.70
H -5.3154 -3.3899 1.3202 0.39 -0.89 -0.45
H -5.7350 -1.9862 0.5525 0.27 0.55 -0.12
H -4.0169 -2.2606 1.0682 -0.17 0.35 0.00
H -3.5020 -1.7834 -1.7950 0.43 0.19 -0.25
C -0.8915 -1.0559 0.3607 1.94 0.84 0.66
C 0.1002 0.1795 0.6690 -1.12 -0.83 0.43
C 1.5281 0.2014 0.1289 -0.58 0.09 -0.33
O -0.5893 1.3085 0.1936 0.48 1.18 -0.55
H -0.5822 -1.5680 -0.5504 -0.16 -0.05 0.04
H -1.8973 -0.6504 0.2512 0.01 -0.05 -0.18
H -0.8863 -1.7243 1.2217 0.09 -0.31 -0.15
H 0.1633 0.2994 1.7505 0.07 -0.30 0.37
H 2.2189 -0.3382 0.7767 -0.16 -0.45 -0.43
H 1.9345 1.2118 0.0859 -0.36 0.34 0.25
H 1.5092 -0.1131 -0.9146 0.37 -0.49 0.03
H -1.5159 1.2292 0.4320 -0.42 0.15 -0.27
C -2.8754 -0.5255 3.1053 -0.02 -0.28 0.00
C -3.6401 -0.1867 4.3612 0.10 0.84 0.87
C -4.9224 -0.9145 4.6155 -1.00 0.04 -0.08
O -2.8584 -0.3737 5.5417 0.66 0.17 0.12
H -1.9915 0.0804 2.9059 0.06 0.10 0.53
H -3.4772 -0.4155 2.2032 -0.30 -0.20 0.07
H -2.5556 -1.5589 3.2393 0.15 -0.15 -0.45
H -3.9085 0.8660 4.4496 0.21 0.32 -0.63
H -4.7600 -1.9261 4.9873 0.01 -0.25 -0.33
H -5.6109 -0.9078 3.7705 0.10 -0.25 -0.19
H -5.4341 -0.3710 5.4097 -0.07 -0.11 0.16
H -3.0565 -1.2367 5.9127 0.14 -0.13 -0.07
```
Forces are in eV/Å.